Record 1
The following is a quantum chemistry calculation of the molecule C8H10N2O4S at a distorted geometry, from OMol25.

Results
**Spin multiplicity**: 1
**LUMO energy (alpha / beta)**: -2.7892 / -2.4534 eV
**Orbital gap (alpha / beta)**: 6.77 / 7.53 eV
**HOMO level (alpha / beta)**: -9.6 / -10.0 eV
**Calculated total energy**: -30457.071 eV
**Energy relative to the best compared isomer or geometry (same formula, charge and spin)**: 113.6 kcal/mol

The geometry in XYZ format:
```
25
Properties=species:S:1:pos:R:3:forces:R:3
C 3.696 -1.785 -0.128 -0.1 0.7 -0.8
C 4.336 -0.964 0.893 -0.6 1.0 -1.0
C 3.379 0.330 -0.479 0.3 -2.1 1.1
C -3.269 -0.516 1.199 -3.2 0.3 1.6
C -2.648 0.022 0.185 1.7 -1.5 -0.1
C -1.520 -0.674 -0.515 2.0 -0.6 0.7
C -0.212 0.138 -0.883 0.0 -1.0 -3.1
C 0.442 0.676 0.273 0.1 2.1 1.7
N 3.089 -0.924 -0.920 -0.3 -1.7 -1.7
N 4.135 0.297 0.659 0.4 1.2 0.3
O 2.310 2.804 0.972 -0.1 -0.8 -0.9
O 1.163 3.161 -1.172 0.1 0.0 -0.6
O 2.931 1.391 -1.108 0.1 -0.4 0.4
O 1.294 0.056 0.928 0.6 -1.3 0.6
S 1.773 2.264 -0.247 -0.3 2.4 0.8
H 3.800 -2.886 -0.325 -0.5 1.4 0.3
H 4.903 -1.192 1.720 1.2 -1.0 1.7
H -4.195 -0.050 1.745 1.9 -0.7 -1.3
H -3.131 -1.562 1.435 0.6 0.0 0.5
H -2.909 0.886 -0.296 -0.9 2.5 -0.5
H -1.910 -1.139 -1.406 0.1 -0.2 -0.5
H -1.039 -1.456 0.118 -1.1 0.1 -0.3
H 0.679 -0.597 -1.092 -2.1 0.8 -1.0
H -0.411 0.923 -1.738 0.6 -1.5 1.7
H 0.000 1.527 0.790 -0.8 0.4 0.5
```
Positions in Å, forces in eV/Å.

=====

Record 2
The following is a quantum chemistry calculation of a 14-piece molecular cluster, C28H87N3O14 overall at a distorted geometry, from OMol25.

Results
**Spin multiplicity**: 2
**LUMO energy (alpha / beta)**: -2.6444 / -8.3582 eV
**Orbital gap (alpha / beta)**: 7.95 / 2.24 eV
**<S²>**: 0.7571
**HOMO level (alpha / beta)**: -10.6 / -10.6 eV
**Calculated total energy**: -63569.118 eV
**Total charge**: +1

The geometry in XYZ format:
```
132
Properties=species:S:1:pos:R:3:forces:R:3
C -5.525 0.652 1.828 -0.3 -0.3 2.3
C -6.558 -0.097 1.001 1.9 1.0 -0.3
O -7.040 0.958 0.190 -1.6 -0.5 -0.3
H -5.048 0.138 2.663 0.5 -0.8 -0.3
H -6.121 1.328 2.440 0.0 0.7 -0.4
H -4.765 1.213 1.285 -0.2 -0.2 -0.2
H -7.310 -0.605 1.605 -0.2 0.4 -0.2
H -6.052 -0.826 0.368 -0.1 -0.5 -0.1
H -6.289 1.175 -0.367 0.1 0.2 -0.5
C -2.139 -3.935 -0.213 -0.7 -0.2 0.9
C -1.431 -5.292 -0.133 0.2 1.0 -0.2
O -0.156 -5.121 -0.756 -0.1 -0.3 -0.1
H -1.815 -3.312 0.620 0.2 0.1 0.0
H -3.200 -4.092 -0.018 -0.2 -0.1 0.0
H -2.097 -3.310 -1.105 0.5 -0.6 -0.3
H -1.999 -6.108 -0.581 0.0 0.1 -0.2
H -1.244 -5.531 0.914 -0.3 -0.1 0.2
H 0.372 -5.911 -0.616 0.1 -0.2 -0.1
C -0.146 0.792 -0.073 -0.1 0.4 -0.2
C -0.833 -0.353 0.670 0.7 0.4 -1.0
O -2.236 -0.085 0.797 1.0 -0.7 0.1
H -0.272 1.774 0.382 0.0 -0.1 0.5
H -0.588 0.903 -1.064 0.0 -0.2 -0.1
H 0.920 0.608 -0.204 0.1 -0.1 0.1
H -0.309 -0.567 1.602 -0.6 0.3 0.5
H -0.673 -1.245 0.064 -0.2 -0.2 0.0
H -2.639 -0.648 0.132 -0.6 0.1 -0.2
C 2.330 4.362 1.503 0.6 -0.1 0.1
C 3.097 3.552 0.393 -0.4 0.7 2.4
O 4.219 2.882 1.024 -0.4 0.9 -2.1
H 3.054 4.961 2.055 0.4 0.2 -0.4
H 1.908 3.776 2.319 -0.3 -0.5 -0.5
H 1.575 5.075 1.170 -0.1 -0.2 -0.4
H 3.398 4.304 -0.336 0.8 -0.1 0.0
H 2.439 2.871 -0.145 -0.2 -0.4 0.2
H 3.890 2.463 1.823 -0.4 -0.3 0.4
C 3.952 -0.776 2.875 -0.4 -1.7 0.4
C 2.795 -0.029 2.270 1.0 -0.1 -0.5
O 2.871 1.284 2.749 -0.7 1.1 0.4
H 3.951 -1.812 2.538 0.2 -0.1 -0.4
H 3.803 -0.919 3.945 0.1 0.4 0.2
H 4.930 -0.335 2.684 -0.2 0.2 -0.1
H 1.801 -0.439 2.452 0.1 -0.2 0.1
H 2.955 0.025 1.193 -0.2 0.0 -0.2
H 2.573 1.232 3.660 0.1 0.4 0.3
C -4.719 -2.044 -3.994 -0.7 0.9 0.1
C -4.082 -2.321 -2.674 0.2 -2.0 0.6
O -3.331 -1.285 -2.092 -0.4 0.5 0.2
H -5.444 -1.247 -3.830 -0.2 0.1 -0.3
H -5.261 -2.920 -4.351 0.1 0.0 0.0
H -4.014 -1.702 -4.751 0.1 -0.1 0.0
H -3.442 -3.198 -2.771 0.4 -0.2 -0.2
H -4.801 -2.662 -1.929 -0.3 0.4 0.0
H -2.745 -0.959 -2.778 0.8 0.4 0.1
C 1.733 -3.379 1.703 2.2 0.5 -0.2
C 2.606 -3.408 0.372 -1.6 -0.6 1.6
O 1.691 -3.313 -0.703 1.3 1.2 -0.3
H 1.377 -2.371 1.919 -0.5 -0.2 -0.4
H 2.415 -3.553 2.536 0.0 -0.4 0.2
H 0.950 -4.134 1.762 0.0 0.1 -0.3
H 3.160 -4.346 0.337 0.0 -0.3 -0.1
H 3.386 -2.647 0.365 -0.4 0.4 -0.2
H 0.948 -3.852 -0.421 -0.7 -0.4 -0.5
C -3.514 4.016 1.849 -0.8 1.5 0.4
C -2.335 3.177 1.534 -0.7 -0.6 -0.8
O -2.376 2.051 2.343 0.7 -0.3 1.4
H -3.571 4.890 1.199 0.2 0.2 -0.1
H -3.342 4.379 2.862 -0.3 0.2 0.1
H -4.515 3.586 1.812 0.3 -0.6 -0.1
H -1.467 3.812 1.714 0.6 -0.2 -0.1
H -2.368 2.801 0.511 0.2 0.5 -0.5
H -2.289 1.268 1.796 -0.3 -0.2 -0.1
C -0.127 -5.835 4.576 0.5 1.1 -1.1
C -0.281 -4.363 5.001 -2.8 -0.3 1.4
C -1.385 -3.546 4.235 0.7 -1.4 -0.3
O -1.347 -2.224 4.652 -0.8 1.4 -0.2
C -2.330 -1.348 4.023 1.0 0.0 -0.3
N -0.730 -4.462 6.401 0.5 0.6 0.4
H -0.032 -5.771 3.492 0.7 -0.7 -0.2
H -0.945 -6.540 4.721 -0.5 0.6 0.5
H 0.729 -6.238 5.117 0.1 -0.1 -0.5
H 0.629 -3.765 5.041 0.3 -0.4 -0.5
H -2.357 -4.003 4.423 -0.3 -0.2 0.3
H -1.258 -3.657 3.158 0.3 0.3 -0.6
H -2.385 -1.522 2.948 -0.1 -0.4 -0.1
H -1.970 -0.321 4.080 0.2 -0.1 0.4
H -3.339 -1.342 4.434 0.1 -0.6 0.3
H -0.918 -3.522 6.717 0.0 0.2 0.4
H -1.628 -4.925 6.438 -0.1 -0.3 -0.1
C 0.800 3.056 -4.482 0.4 1.5 0.1
C 1.466 4.122 -3.501 -1.2 -3.6 -0.3
C 0.588 4.430 -2.233 0.2 0.3 0.0
O -0.552 5.251 -2.476 1.8 -0.5 -0.8
C -1.087 5.759 -1.282 -0.9 0.3 0.9
N 2.776 3.521 -3.116 -1.0 3.1 -0.6
H 0.857 2.057 -4.050 -0.7 0.2 0.4
H 1.271 2.933 -5.457 0.6 0.5 0.1
H -0.182 3.447 -4.748 -0.3 -0.6 0.5
H 1.769 5.033 -4.016 0.0 0.5 -0.1
H 1.281 4.869 -1.515 0.0 0.7 0.2
H 0.289 3.511 -1.729 -0.1 -0.5 -0.4
H -0.375 6.213 -0.593 0.5 -0.1 -0.2
H -1.632 4.986 -0.740 0.0 -0.2 0.1
H -1.808 6.550 -1.489 0.1 -0.1 -0.5
H 3.345 4.252 -2.713 0.4 -0.1 1.3
H 3.321 3.161 -3.886 0.1 -1.7 -0.6
C 5.335 -0.632 -1.686 -0.7 -0.3 0.5
C 4.795 0.656 -2.294 0.5 -0.8 -0.6
C 4.666 0.550 -3.820 0.6 -1.3 0.7
O 4.471 1.746 -4.516 0.5 2.1 0.0
C 5.609 2.668 -4.404 -0.2 -0.3 -1.1
N 3.477 0.811 -1.714 -0.5 1.1 -0.1
H 5.230 -0.444 -0.617 1.0 -0.2 0.3
H 6.285 -1.031 -2.040 0.2 0.6 0.3
H 4.636 -1.462 -1.790 -0.3 0.1 -0.6
H 5.413 1.510 -2.015 0.4 -0.1 0.1
H 3.859 -0.160 -3.996 -0.5 0.4 -0.3
H 5.529 0.042 -4.251 0.4 0.1 0.2
H 5.683 3.188 -3.449 0.1 -0.5 0.3
H 5.568 3.449 -5.163 -1.0 0.1 -0.1
H 6.543 2.216 -4.739 0.1 -0.6 0.8
H 3.101 1.679 -2.065 -0.9 0.5 -0.8
H 3.488 1.037 -0.729 0.6 -0.4 0.7
O -4.959 0.968 -1.733 -0.4 0.6 0.1
H -4.361 0.221 -1.756 0.4 -0.7 0.0
H -4.510 1.651 -2.230 0.0 0.3 -0.1
O 1.418 -0.918 -2.361 -0.7 0.0 -0.6
H 1.522 -1.577 -1.675 -0.1 -1.0 0.4
H 2.059 -0.241 -2.142 0.6 0.4 0.1
O -1.054 -0.192 -3.284 -1.1 0.5 -0.5
H -1.010 -0.738 -4.069 0.2 -0.1 -0.3
H -0.243 -0.383 -2.813 1.0 -0.4 0.4
```
Positions in Å, forces in eV/Å.

=====

Record 3
The following is a quantum chemistry calculation of a 3-piece molecular cluster, C26H44IN3O8 overall at a distorted geometry, from OMol25.

Results
**Spin multiplicity**: 1
**LUMO energy**: -1.5534 eV
**SMILES string**: CCCCCCc1nc2c(ON=O)cccc2nc1I.COCCOCCOC.COCCOCCOC
**Orbital gap**: 6.98 eV
**HOMO level**: -8.5 eV
**Calculated total energy**: -56605.895 eV

The geometry in XYZ format:
```
82
Properties=species:S:1:pos:R:3:forces:R:3
C 4.943 -0.168 -0.306 -0.1 0.2 -0.1
C 3.870 0.370 0.842 0.3 -1.3 0.5
C 2.328 0.008 0.421 0.3 -0.6 -0.1
C 1.573 1.135 -0.499 0.4 -0.2 -0.5
C -0.025 1.341 -0.155 0.1 0.7 -1.3
C -0.805 -0.022 0.314 -0.9 -0.4 0.5
C -2.318 -0.194 -0.360 -3.0 0.2 0.4
N -3.493 -0.019 0.560 0.5 -1.5 -6.0
C -4.821 -0.234 -0.109 0.5 -0.1 0.1
C -6.174 -0.101 0.850 -3.5 -1.0 -3.5
O -6.121 0.233 2.303 0.9 1.7 -3.9
N -5.419 -0.700 2.981 -2.8 -5.1 -1.0
O -5.885 -1.797 2.634 2.9 2.6 1.9
C -7.712 -0.360 0.248 4.7 -0.2 -2.1
C -7.818 -0.760 -1.346 4.1 0.6 1.0
C -6.466 -0.872 -2.284 -1.3 0.5 3.2
C -4.924 -0.612 -1.689 -2.6 -0.1 0.2
N -3.804 -0.756 -2.683 2.0 1.6 7.4
C -2.519 -0.533 -1.938 -2.9 -0.1 0.6
I -0.653 -0.715 -3.144 -1.9 0.1 1.0
H 4.364 -0.594 -1.244 1.2 1.1 1.8
H 5.616 0.738 -0.620 -1.2 -1.9 0.4
H 5.622 -1.062 0.082 -1.4 2.1 -0.7
H 4.033 1.508 1.127 -0.4 -2.4 -0.8
H 4.109 -0.282 1.813 -0.6 1.6 -2.0
H 1.748 -0.288 1.408 0.9 0.9 -2.1
H 2.388 -0.984 -0.238 -0.2 2.0 1.6
H 2.158 2.167 -0.441 -1.4 -2.1 0.1
H 1.688 0.786 -1.635 -0.4 0.8 2.5
H -0.142 2.252 0.601 0.1 -2.3 -1.4
H -0.541 1.708 -1.166 1.1 -0.7 2.2
H -0.925 0.017 1.502 -0.1 -0.3 -2.7
H -0.237 -1.027 0.054 -1.0 2.3 0.4
H -8.685 -0.270 0.906 2.4 -0.2 -1.3
H -8.901 -0.975 -1.774 2.7 0.5 0.8
H -6.613 -1.186 -3.421 0.5 0.8 2.8
C 3.365 7.574 0.637 0.5 -0.1 0.1
O 4.549 6.923 1.074 -0.2 -0.1 -0.2
C 4.287 5.609 1.571 0.6 0.5 0.0
C 5.592 4.821 1.708 -0.3 -0.2 -0.3
O 6.022 4.242 0.470 0.0 0.4 0.1
C 6.604 5.157 -0.467 0.3 -0.4 0.2
C 8.025 5.574 -0.081 -0.5 0.6 0.2
O 7.989 6.638 0.873 0.1 -0.2 0.1
C 9.258 6.869 1.463 -0.4 0.0 -0.1
H 2.644 7.651 1.456 -0.1 0.0 0.0
H 3.630 8.579 0.302 0.1 -0.1 0.1
H 2.926 7.032 -0.206 -0.2 0.0 0.0
H 3.606 5.081 0.894 0.0 -0.1 0.0
H 3.818 5.712 2.555 -0.1 -0.2 0.1
H 5.405 3.971 2.374 0.0 0.0 -0.2
H 6.386 5.416 2.164 -0.1 0.2 -0.1
H 5.954 6.018 -0.635 0.2 0.1 0.2
H 6.659 4.607 -1.413 0.0 0.0 0.2
H 8.552 5.941 -0.969 0.1 -0.2 -0.1
H 8.565 4.716 0.337 0.0 -0.1 -0.1
H 9.577 5.989 2.031 0.2 0.0 -0.1
H 9.168 7.712 2.153 -0.1 -0.1 -0.2
H 10.000 7.116 0.698 0.1 -0.1 0.0
C -4.520 -8.943 -1.622 0.2 0.4 0.2
O -4.007 -7.642 -1.370 -0.3 -0.1 -0.1
C -4.232 -6.755 -2.467 0.4 0.0 0.6
C -3.986 -5.306 -2.041 -0.5 -0.1 -0.2
O -5.113 -4.726 -1.371 0.3 -0.3 0.2
C -5.309 -5.153 -0.017 0.1 0.5 -0.1
C -4.309 -4.520 0.954 0.1 -0.7 -0.1
O -3.080 -5.248 0.946 0.1 0.2 -0.1
C -2.041 -4.548 1.612 -0.2 -0.3 -0.2
H -4.057 -9.373 -2.514 -0.1 -0.1 -0.1
H -4.288 -9.575 -0.761 0.0 0.2 -0.1
H -5.607 -8.903 -1.739 0.0 -0.1 -0.1
H -5.261 -6.862 -2.831 0.0 0.1 0.0
H -3.532 -7.025 -3.264 0.0 0.1 -0.2
H -3.850 -4.705 -2.947 -0.1 -0.1 0.1
H -3.075 -5.201 -1.447 -0.1 -0.2 0.1
H -5.320 -6.243 0.056 0.3 0.0 0.1
H -6.311 -4.803 0.254 0.1 0.1 -0.1
H -4.714 -4.561 1.971 -0.1 0.2 0.0
H -4.127 -3.477 0.673 -0.1 0.1 0.0
H -1.820 -3.612 1.089 0.0 0.1 0.1
H -1.143 -5.172 1.599 -0.2 0.0 0.0
H -2.316 -4.346 2.651 0.0 0.1 0.0
```
Positions in Å, forces in eV/Å.